[1]
C6H10 in the gas phase, computed with ωB97M-V/def2-TZVPD.

Structure (XYZ):
```
16
Properties=species:S:1:pos:R:3:mulliken_charge:R:1
H 0.168 0.197 -2.131 0.45
H -0.247 -1.921 -1.226 0.25
C 0.820 0.123 0.016 0.52
C 0.334 -1.193 0.626 -0.36
C 0.838 1.259 1.050 -1.48
H 0.783 2.223 0.535 0.35
H -0.030 1.187 1.715 0.36
C -0.282 -2.075 -0.153 -0.72
H 1.741 1.244 1.668 0.38
C -0.148 0.441 -1.118 -0.52
H -2.129 0.917 -1.696 0.28
H 0.385 -1.326 1.708 0.33
H -1.767 0.981 0.116 0.20
H -0.902 -2.896 0.181 0.29
C -1.401 0.824 -0.898 -0.64
H 1.836 0.015 -0.393 0.30
```

Summary:
Energy relative to the best compared isomer or geometry (same formula, charge and spin): 35.0 kcal/mol
HOMO-LUMO gap: 10.27 eV
E_tot: -234.54679 a.u.
HOMO level: -9.0503 eV
SMILES: C=CC(C)C=C

=====

[2]
3 unconnected molecules or ions with the total composition C14H43BClN7O4P3 at a distorted geometry, computed with ωB97M-V/def2-TZVPD.

Structure (XYZ):
```
73
Properties=species:S:1:pos:R:3:mulliken_charge:R:1
H 1.161 2.267 5.432 0.18
H 1.604 -2.508 -5.641 0.23
H -2.258 -0.361 -1.234 0.10
H 2.255 0.760 -3.234 0.44
O 4.872 3.383 4.314 -0.53
P 5.078 1.887 3.476 0.02
H -1.259 2.134 3.853 0.36
H -5.651 0.642 1.900 0.37
C 1.654 0.069 -2.639 -1.41
C 0.078 -4.676 -1.642 -1.06
O 1.627 0.085 4.553 -0.72
H -6.463 1.628 0.681 0.37
H 1.999 0.118 -1.602 0.58
C 5.823 0.911 4.856 -1.06
C 3.168 -1.711 -3.077 -1.18
H -1.842 -1.501 -4.439 0.34
H -0.852 4.335 1.140 0.37
H 5.562 -0.142 4.798 0.32
B 2.424 1.222 4.239 0.57
N 2.031 2.432 4.935 -0.50
H 3.444 -2.438 -3.842 0.31
P 0.471 -2.316 -2.744 0.22
C -2.881 0.365 -0.706 -0.59
C 3.560 1.084 3.172 -0.21
H -5.504 3.527 -0.067 0.40
H 2.392 -5.424 -2.470 0.38
C -5.694 1.636 1.459 -1.13
Cl 2.832 1.915 1.668 -0.36
H -2.130 3.776 0.097 0.11
H 0.563 -5.514 -1.139 0.38
H 0.031 -2.406 -6.398 0.41
H 3.398 -2.119 -2.087 0.38
H 1.253 -0.220 3.717 0.24
H -0.289 3.396 3.113 0.38
O -3.672 1.418 3.174 -0.85
C 1.970 -4.634 -3.096 -0.82
C -0.847 2.484 2.907 -1.19
N -4.416 2.005 0.858 0.28
H -2.774 -1.422 1.353 0.30
N -0.053 -2.690 -4.349 0.17
H -0.140 1.734 2.531 0.28
C -1.905 -0.779 1.164 -0.71
H 5.149 4.044 3.673 0.27
C -1.365 3.439 0.786 -0.66
N -1.914 2.742 1.933 0.08
H -0.636 2.835 0.228 0.25
H -2.833 1.291 -1.278 0.21
N -2.302 0.542 0.620 0.53
H -1.232 -1.282 0.474 0.06
C 0.601 -2.104 -5.515 -0.85
H 2.809 -4.068 -3.475 0.13
H -1.366 -0.654 2.107 0.31
N 1.781 -1.280 -3.212 0.36
H -0.465 -4.111 -0.886 0.22
H -3.911 -0.003 -0.697 0.26
H -0.650 -5.083 -2.363 0.33
H 3.824 -0.857 -3.252 0.39
C -1.520 -2.548 -4.471 -1.08
H 0.649 -1.014 -5.497 0.28
H 5.570 1.345 5.826 0.25
P -3.048 1.498 1.835 0.39
H 1.462 -5.114 -3.946 0.28
H -6.006 2.335 2.245 0.32
H 2.705 2.824 5.578 0.23
H -4.346 4.125 1.138 0.36
H -3.820 3.548 -0.464 0.28
O 0.031 -1.685 -1.483 -0.71
H 0.622 0.413 -2.664 0.29
N 1.079 -3.832 -2.284 0.16
H -2.017 -3.078 -3.655 0.33
H -1.869 -2.989 -5.405 0.39
C -4.510 3.368 0.359 -1.17
H 6.905 1.001 4.760 0.35
```

Summary:
HOMO-LUMO gap: 5.00 eV
E_tot: -2752.67607 a.u.
Charge: -1
HOMO level: -2.8828 eV